Density functional theory data (ωB97M-V/def2-TZVPD) for the ion C7H13N2O with charge +1.

Summary:
2S+1	1
maximum force	5.02	eV Å⁻¹
E_tot	-458.95461	a.u.
SMILES	CC/[NH+]=C1\N=CCC[C@H]1O
total charge	+1

Geometry (Å):
C (2.789, -0.027, 2.224)
C (1.358, 0.524, 2.054)
N (0.661, -0.385, 1.173)
C (0.064, -0.072, 0.065)
N (0.239, 1.076, -0.515)
C (-0.522, 1.498, -1.457)
C (-1.811, 0.860, -1.886)
C (-2.217, -0.336, -0.985)
C (-0.928, -1.167, -0.793)
O (-0.330, -1.447, -2.001)
H (2.825, -1.032, 2.486)
H (3.459, -0.023, 1.259)
H (3.203, 0.432, 3.195)
H (1.510, 1.479, 1.713)
H (0.945, 0.509, 3.161)
H (0.522, -1.337, 1.413)
H (-0.384, 2.402, -2.019)
H (-2.672, 1.470, -1.887)
H (-1.558, 0.601, -2.845)
H (-2.509, -0.133, -0.015)
H (-2.954, -0.806, -1.657)
H (-0.900, -1.960, -0.106)
H (-0.789, -2.128, -2.577)

Atomic forces in eV per Å
C 1.63 1.55 -0.08
C 1.65 -3.05 3.62
N -1.64 1.01 -0.96
C -1.56 -3.14 -1.91
N 0.85 3.21 -1.12
C -2.05 -0.25 0.57
C 0.59 -0.37 4.24
C 2.15 -1.12 -3.02
C 1.07 2.40 0.68
O 0.46 -1.01 -1.41
H -0.52 -2.17 0.46
H -1.21 0.80 1.98
H 0.01 -0.11 -2.00
H -0.74 2.25 -1.21
H 0.12 0.12 -2.54
H 0.20 -0.85 0.87
H 1.28 0.45 -0.02
H -0.55 1.47 -0.30
H 0.10 -1.07 -2.73
H -1.49 1.02 1.67
H -0.01 -0.64 1.09
H -0.82 -1.62 0.67
H 0.50 1.12 1.42